No. 1
{"formula": "C18H61BrN26O14Si", "method": "ωB97M-V/def2-TZVPD", "elements": ["C", "C", "C", "Si", "C", "C", "O", "Br", "H", "H", "H", "H", "H", "H", "H", "H", "H", "C", "O", "N", "N", "H", "H", "H", "H", "C", "O", "N", "N", "H", "H", "H", "H", "C", "O", "N", "N", "H", "H", "H", "H", "C", "O", "N", "N", "H", "H", "H", "H", "C", "O", "N", "N", "H", "H", "H", "H", "C", "O", "N", "N", "H", "H", "H", "H", "C", "O", "N", "N", "H", "H", "H", "H", "C", "O", "N", "N", "H", "H", "H", "H", "C", "O", "N", "N", "H", "H", "H", "H", "C", "O", "N", "N", "H", "H", "H", "H", "C", "O", "N", "N", "H", "H", "H", "H", "C", "O", "N", "N", "H", "H", "H", "H", "C", "O", "N", "N", "H", "H", "H", "H"], "positions_angstrom": [[3.86161, -0.58538, 0.72207], [3.70445, 0.60004, 0.14603], [4.65429, 1.74028, 0.58905], [3.70921, 2.98333, 1.67846], [4.15164, 2.93536, 3.53602], [5.61488, 3.20721, 3.89268], [5.86919, 4.08146, 4.61907], [7.12331, 2.14354, 3.23928], [3.05304, -1.32039, 0.62745], [4.79425, -0.81926, 1.25150], [2.96372, 0.80465, -0.63327], [4.98194, 2.26958, -0.33017], [5.50659, 1.24770, 1.08333], [3.77373, 4.34575, 1.09939], [2.28039, 2.60769, 1.59394], [3.78062, 1.98963, 3.98258], [3.55329, 3.73076, 4.02039], [-0.20338, -0.26143, 1.52616], [0.52352, 0.57650, 1.02064], [-0.40018, -0.33666, 2.87695], [-0.87800, -1.18911, 0.79301], [-0.99037, -1.01556, 3.31847], [0.08879, 0.33802, 3.44822], [-0.75803, -1.16231, -0.21190], [-1.47946, -1.88294, 1.19446], [-2.15768, -0.37302, -2.59380], [-1.11060, -0.12289, -1.99906], [-2.19542, -0.81232, -3.88325], [-3.38100, -0.24475, -2.03730], [-3.04975, -1.01760, -4.37556], [-1.31891, -0.92923, -4.35770], [-3.43796, 0.06757, -1.08425], [-4.21962, -0.45027, -2.55524], [2.02672, 0.20915, 5.57484], [1.39565, 1.03716, 4.93647], [1.86336, 0.03716, 6.91729], [2.94618, -0.60932, 4.99241], [2.37153, -0.63611, 7.45878], [1.19252, 0.62645, 7.37629], [3.08854, -0.50844, 4.00060], [3.47729, -1.29663, 5.49298], [-2.90120, 3.55296, 1.10862], [-3.52643, 4.38199, 0.46298], [-3.08136, 3.37748, 2.44868], [-1.96972, 2.73210, 0.54643], [-2.57861, 2.70316, 2.99249], [-3.75673, 3.96021, 2.90547], [-1.80582, 2.82854, -0.43967], [-1.44707, 2.04563, 1.06093], [10.87171, 4.34125, 3.45335], [10.87351, 3.71758, 2.40546], [9.79198, 4.35257, 4.29891], [11.93166, 5.07472, 3.87788], [9.76649, 4.85942, 5.16410], [8.98457, 3.81986, 4.02061], [12.74474, 5.09144, 3.29047], [11.94448, 5.58699, 4.73840], [-4.60858, 2.97258, 5.97979], [-3.98858, 3.10807, 4.93377], [-5.29673, 3.99124, 6.57111], [-4.66468, 1.78320, 6.64222], [-5.80856, 3.89178, 7.42712], [-5.28837, 4.88659, 6.11364], [-4.17116, 1.00916, 6.23596], [-5.16620, 1.64568, 7.49905], [13.04357, 3.24178, 6.83877], [13.54084, 3.90124, 5.94413], [11.71919, 2.90959, 6.85550], [13.76788, 2.77696, 7.89924], [11.29044, 2.36703, 7.58102], [11.15392, 3.23020, 6.08635], [14.74593, 3.00172, 7.91887], [13.37822, 2.23206, 8.64471], [-3.41604, -1.20879, -7.29957], [-4.25062, -0.82643, -6.48566], [-2.87643, -2.45198, -7.26473], [-2.96191, -0.41034, -8.30642], [-2.18431, -2.79048, -7.92365], [-3.19403, -3.06587, -6.53400], [-3.33934, 0.51831, -8.36139], [-2.28019, -0.70124, -8.98139], [-6.87306, -1.34751, -3.76886], [-5.90906, -1.17155, -3.03936], [-6.72632, -1.65097, -5.08250], [-8.15940, -1.25068, -3.32480], [-7.49378, -1.80134, -5.70879], [-5.78338, -1.72379, -5.43633], [-8.29437, -1.02523, -2.35604], [-8.96127, -1.39076, -3.90872], [-2.64522, 7.09734, 5.18793], [-3.68576, 7.73508, 5.21974], [-2.61418, 5.74668, 5.34701], [-1.42941, 7.68573, 4.99100], [-1.77473, 5.19925, 5.32442], [-3.48725, 5.28175, 5.48758], [-1.41718, 8.68176, 4.86918], [-0.56457, 7.18037, 4.96033], [-0.17616, -4.83473, -7.51245], [-0.81270, -4.00956, -8.15121], [-0.32636, -4.99318, -6.16941], [0.73554, -5.66107, -8.09411], [0.18575, -5.66248, -5.62687], [-0.99072, -4.39762, -5.70714], [0.87108, -5.56933, -9.08475], [1.26913, -6.34401, -7.59073], [-6.26100, -4.88371, -7.12580], [-5.40028, -4.53880, -6.33345], [-6.82233, -6.12279, -7.10768], [-6.73233, -4.04843, -8.10022], [-7.52989, -6.42569, -7.74974], [-6.50158, -6.76466, -6.40413], [-6.33730, -3.12564, -8.14342], [-7.43817, -4.30781, -8.76289], [-5.89598, -9.96670, -6.32030], [-6.92061, -9.30611, -6.36972], [-5.90626, -11.32972, -6.29929], [-4.65554, -9.39988, -6.28211], [-5.07827, -11.89292, -6.25898], [-6.80251, -11.78121, -6.32622], [-4.60698, -8.39675, -6.29657], [-3.80395, -9.92664, -6.24148]], "forces_ev_per_a": [[-0.64, -0.48, -0.33], [1.16, 0.93, 0.59], [-0.47, -0.61, -1.26], [-0.53, -0.64, -0.48], [0.32, -0.43, -0.35], [-2.00, -0.64, -0.17], [1.13, 1.63, 1.20], [-0.29, -0.36, -0.26], [0.70, -0.11, -0.17], [-0.66, 0.08, 0.26], [-0.19, -0.01, 0.76], [0.18, -0.10, 0.61], [-0.19, 0.55, -0.19], [0.36, 0.08, 0.27], [0.06, 0.05, 0.18], [0.43, 0.27, -0.44], [0.50, -0.29, -0.14], [-0.22, -0.42, -0.06], [0.04, 0.20, 0.07], [0.11, 0.36, 0.35], [0.14, -0.22, -0.34], [-0.02, -0.01, -0.11], [0.05, -0.10, 0.07], [-0.17, 0.29, -0.03], [0.03, 0.06, 0.08], [-0.32, 0.05, 0.07], [0.16, -0.20, -0.09], [0.40, -0.25, -0.34], [0.07, 0.10, 0.32], [-0.03, 0.16, -0.01], [-0.05, 0.08, 0.02], [0.03, 0.08, -0.09], [-0.26, -0.09, 0.12], [0.15, -0.20, -0.03], [-0.10, 0.13, 0.05], [-0.17, 0.10, 0.21], [0.12, 0.04, -0.26], [0.02, 0.02, -0.05], [0.05, -0.02, -0.03], [-0.05, -0.07, 0.02], [-0.02, 0.03, 0.01], [0.10, -0.04, 0.03], [-0.03, 0.01, 0.00], [-0.02, 0.20, -0.27], [-0.02, -0.08, -0.21], [-0.08, 0.01, 0.03], [0.06, -0.11, 0.08], [0.05, -0.09, 0.06], [0.15, 0.05, -0.10], [0.18, 0.17, -0.14], [-0.09, -0.06, 0.05], [-0.19, -0.33, 0.24], [-0.12, 0.35, -0.38], [-0.03, 0.15, -0.12], [0.03, 0.10, 0.04], [0.02, -0.11, 0.13], [0.12, -0.15, 0.05], [-0.14, -0.07, 0.02], [-0.17, 0.04, 0.54], [0.08, 0.18, -0.16], [0.13, -0.27, 0.02], [0.02, 0.00, -0.02], [-0.23, -0.02, 0.07], [-0.04, 0.05, 0.01], [-0.01, 0.04, -0.03], [-0.03, -0.05, -0.05], [0.16, 0.02, 0.24], [-0.24, 0.14, -0.09], [0.24, -0.02, 0.16], [0.05, 0.00, -0.02], [0.02, -0.16, -0.04], [-0.06, -0.01, -0.01], [-0.02, 0.01, -0.04], [0.31, -0.60, -0.06], [-0.19, 0.16, 0.14], [-0.04, 0.30, -0.05], [-0.17, 0.37, -0.12], [-0.13, -0.03, 0.39], [-0.21, -0.08, -0.16], [0.04, -0.04, 0.03], [0.01, -0.07, 0.08], [-0.06, -0.13, -0.82], [0.05, 0.06, 0.41], [0.06, -0.05, 0.13], [-0.14, 0.06, 0.41], [-0.03, -0.02, 0.09], [0.01, 0.13, -0.16], [0.00, 0.01, -0.06], [0.07, -0.01, -0.03], [-0.04, -0.07, -0.02], [-0.02, 0.00, 0.07], [0.11, 0.13, 0.21], [0.15, 0.29, 0.03], [-0.06, -0.03, -0.13], [0.18, -0.20, -0.21], [-0.01, -0.06, -0.03], [-0.06, -0.03, -0.04], [0.07, -0.07, 0.18], [0.27, -0.20, -0.28], [-0.21, 0.11, 0.12], [0.07, -0.05, -0.29], [0.01, 0.03, -0.03], [0.07, -0.02, 0.03], [0.00, 0.00, 0.06], [-0.02, 0.05, 0.02], [-0.09, -0.07, -0.07], [0.19, 0.02, 0.05], [0.15, -0.08, 0.13], [-0.01, 0.34, -0.05], [0.03, -0.05, 0.04], [-0.24, -0.11, -0.06], [0.04, -0.06, -0.02], [0.03, -0.04, 0.03], [0.04, -0.02, 0.00], [0.05, 0.13, 0.00], [-0.16, -0.22, -0.01], [0.08, 0.23, 0.00], [-0.01, 0.04, 0.00], [0.05, 0.03, 0.01], [0.06, -0.06, -0.02], [-0.04, -0.01, 0.00]], "lowdin_charge": [-0.04, -0.26, -0.34, 0.69, -0.28, -0.85, 0.03, 0.75, 0.05, 0.06, 0.10, 0.07, 0.01, -0.04, -0.02, 0.06, 0.09, -0.69, 0.00, 0.16, 0.16, 0.09, 0.06, 0.07, 0.09, -0.68, -0.02, 0.16, 0.18, 0.07, 0.10, 0.10, 0.04, -0.68, 0.01, 0.15, 0.17, 0.09, 0.10, 0.10, 0.10, -0.69, 0.01, 0.14, 0.17, 0.07, 0.07, 0.10, 0.06, -0.69, 0.02, 0.14, 0.15, 0.09, 0.00, 0.11, 0.09, -0.65, 0.01, 0.16, 0.15, 0.10, 0.10, 0.10, 0.09, -0.68, 0.02, 0.16, 0.15, 0.09, 0.07, 0.10, 0.09, -0.67, -0.01, 0.17, 0.16, 0.05, 0.09, 0.10, 0.10, -0.66, 0.01, 0.17, 0.15, 0.09, 0.06, 0.10, 0.09, -0.69, 0.02, 0.17, 0.15, 0.10, 0.04, 0.10, 0.09, -0.66, 0.01, 0.17, 0.16, 0.10, 0.10, 0.11, 0.10, -0.69, 0.01, 0.16, 0.15, 0.10, 0.08, 0.10, 0.09, -0.68, 0.02, 0.15, 0.15, 0.09, 0.10, 0.10, 0.09], "orbital_gap_ev": 8.643, "e_lumo_ev": 0.2, "homo_energy_ev": -8.437, "spin_multiplicity": 1}

=====

No. 2
{"formula": "C21H41F4NO9", "method": "ωB97M-V/def2-TZVPD", "elements": ["H", "N", "C", "C", "C", "O", "C", "O", "C", "O", "C", "C", "C", "F", "F", "C", "F", "F", "H", "H", "H", "H", "H", "H", "H", "H", "H", "H", "H", "H", "C", "O", "C", "C", "O", "C", "C", "O", "C", "H", "H", "H", "H", "H", "H", "H", "H", "H", "H", "H", "H", "H", "H", "C", "O", "C", "C", "O", "C", "C", "O", "C", "H", "H", "H", "H", "H", "H", "H", "H", "H", "H", "H", "H", "H", "H"], "positions_angstrom": [[3.17532, 1.85661, -1.39782], [2.22462, 2.18869, -1.55634], [1.71881, 2.58383, -0.46868], [2.45076, 2.56480, 0.85391], [2.30564, 1.26178, 1.66465], [2.52097, 0.11738, 0.85463], [1.42712, -0.63989, 0.46837], [0.57028, -0.25497, -0.27297], [1.47697, -2.06316, 1.00131], [0.16926, -2.52405, 1.12618], [-0.03978, -3.86192, 0.73181], [-1.36315, -3.94288, -0.01891], [1.04743, 1.25106, 2.51722], [0.89517, 0.03852, 3.12238], [-0.06079, 1.51137, 1.78061], [1.17194, 2.35508, 3.64956], [0.04711, 3.09953, 3.67425], [1.29873, 1.74336, 4.86047], [0.70320, 2.95943, -0.46955], [2.17629, 3.42749, 1.45125], [3.50842, 2.65420, 0.63055], [3.12739, 1.26409, 2.37586], [2.06519, -2.63878, 0.28591], [1.98903, -2.08061, 1.95974], [-0.07721, -4.52301, 1.59487], [0.75386, -4.21604, 0.07498], [-1.43892, -4.87401, -0.56266], [-2.16288, -3.83702, 0.70534], [-1.42103, -3.07510, -0.66479], [2.05034, 2.98188, 3.53419], [-7.30612, 6.62632, 1.09166], [-6.16673, 6.50340, 1.91081], [-6.46613, 5.92716, 3.17059], [-5.23477, 5.30326, 3.78670], [-4.89859, 4.03461, 3.24821], [-4.28344, 4.01196, 1.96880], [-2.82798, 4.41837, 1.97907], [-2.69596, 5.83005, 2.04366], [-1.45491, 6.22499, 2.57706], [-8.05355, 7.28728, 1.54593], [-6.98557, 7.05437, 0.14410], [-7.75819, 5.64636, 0.89871], [-7.24221, 5.16002, 3.06438], [-6.83879, 6.71769, 3.83704], [-5.45800, 5.11065, 4.83831], [-4.38751, 5.99032, 3.74798], [-4.84929, 4.60040, 1.24441], [-4.32780, 2.96699, 1.65536], [-2.34982, 4.06728, 1.05380], [-2.32873, 3.95060, 2.83471], [-1.32230, 5.83975, 3.59505], [-1.43981, 7.31272, 2.60920], [-0.62411, 5.87761, 1.94973], [1.25657, -2.79991, -3.14177], [1.89749, -4.05621, -3.07924], [1.10378, -5.09353, -3.62905], [1.96291, -6.26149, -4.05636], [2.63051, -6.06457, -5.29263], [3.76562, -5.21218, -5.28947], [5.00525, -5.84074, -4.69508], [4.95547, -5.82129, -3.27784], [5.77218, -6.81207, -2.69841], [0.32835, -2.80292, -2.55855], [1.93505, -2.05936, -2.72245], [1.03504, -2.52158, -4.17806], [0.54111, -4.72459, -4.49439], [0.39142, -5.43388, -2.86370], [1.29825, -7.11084, -4.22838], [2.66216, -6.54217, -3.26650], [3.54455, -4.25584, -4.81256], [3.97186, -5.01789, -6.34400], [5.88711, -5.27220, -5.02131], [5.09457, -6.87127, -5.05824], [5.46174, -7.81413, -3.01722], [5.66271, -6.74010, -1.61820], [6.82651, -6.66109, -2.95816]], "forces_ev_per_a": [[0.12, -0.05, -0.06], [-0.20, 0.21, 0.03], [0.25, -0.18, 0.02], [-0.01, -0.29, -0.35], [0.11, 0.52, -0.29], [-0.28, -0.23, 0.37], [-0.75, -0.23, -0.82], [0.68, 0.06, 0.67], [-0.02, 0.42, 0.23], [0.16, -0.07, -0.13], [-0.53, -0.43, -0.53], [0.37, 0.53, 0.72], [-0.07, 0.30, 0.43], [-0.10, 0.31, -0.40], [0.18, -0.12, 0.27], [-0.36, -0.82, 0.33], [0.27, 0.07, -0.02], [-0.06, 0.13, -0.35], [-0.22, 0.01, -0.05], [-0.11, 0.16, 0.15], [0.25, 0.08, -0.02], [0.15, -0.16, 0.23], [0.10, -0.19, -0.14], [0.21, 0.05, 0.15], [0.17, -0.06, 0.28], [0.30, 0.11, -0.05], [-0.18, -0.18, -0.15], [-0.34, -0.18, -0.02], [-0.04, -0.03, -0.43], [-0.02, 0.26, -0.17], [0.08, 0.07, 0.03], [0.02, -0.22, -0.08], [0.08, 0.22, -0.08], [0.00, -0.06, 0.12], [0.00, 0.02, -0.01], [-0.03, -0.13, -0.03], [0.01, 0.18, -0.15], [-0.06, 0.00, 0.23], [-0.05, 0.03, -0.09], [-0.05, -0.03, -0.02], [0.02, 0.03, 0.01], [-0.06, 0.02, 0.03], [-0.01, -0.02, 0.02], [-0.08, -0.09, 0.07], [0.00, -0.02, 0.00], [-0.03, 0.07, -0.13], [0.07, 0.13, 0.02], [0.00, -0.01, 0.02], [0.03, -0.14, 0.06], [-0.01, -0.04, 0.00], [0.06, -0.04, -0.02], [-0.01, 0.01, -0.04], [0.04, -0.02, 0.05], [0.01, -0.05, 0.13], [0.09, 0.04, -0.18], [0.10, 0.06, 0.22], [-0.06, -0.11, -0.04], [0.01, 0.01, 0.02], [-0.01, 0.02, -0.13], [0.06, 0.16, 0.19], [-0.17, -0.16, -0.01], [0.01, 0.11, 0.01], [-0.03, 0.08, -0.04], [0.00, -0.01, 0.03], [-0.07, 0.00, 0.02], [-0.02, -0.02, -0.02], [-0.10, -0.03, -0.10], [0.00, 0.00, -0.02], [0.03, 0.14, 0.06], [0.04, -0.03, 0.14], [-0.01, -0.01, -0.01], [0.01, -0.08, -0.11], [0.00, -0.01, -0.03], [0.06, -0.01, -0.03], [0.00, 0.03, 0.01], [0.01, -0.06, -0.01]], "lowdin_charge": [0.05, 0.12, -0.24, -0.09, -0.22, 0.03, -0.41, 0.17, -0.12, -0.11, -0.26, -0.06, -0.39, 0.13, 0.13, -0.27, 0.09, 0.08, 0.11, 0.11, 0.12, 0.16, 0.14, 0.13, 0.12, 0.11, 0.07, 0.07, 0.07, 0.15, -0.12, -0.20, -0.21, -0.19, -0.12, -0.18, -0.20, -0.19, -0.12, 0.09, 0.09, 0.09, 0.13, 0.13, 0.13, 0.12, 0.12, 0.13, 0.13, 0.12, 0.09, 0.09, 0.08, -0.10, -0.20, -0.20, -0.18, -0.13, -0.18, -0.21, -0.20, -0.12, 0.08, 0.09, 0.09, 0.13, 0.12, 0.13, 0.12, 0.12, 0.13, 0.13, 0.13, 0.09, 0.09, 0.09], "smiles": "[H]/N=C\\C[C@H](OC(=O)COCC)C(F)(F)C(F)F.COCCOCCOC.COCCOCCOC", "orbital_gap_ev": 9.545, "e_lumo_ev": 0.4, "homo_energy_ev": -9.138, "spin_multiplicity": 1}

=====

No. 3
{"formula": "C3H9N2O2", "method": "ωB97M-V/def2-TZVPD", "elements": ["C", "C", "C", "N", "N", "O", "O", "H", "H", "H", "H", "H", "H", "H", "H", "H"], "positions_angstrom": [[0.12237, 0.73110, 0.77187], [-0.65467, -0.47752, 0.15364], [1.32031, 1.33239, 0.14039], [-0.86949, -1.61451, 0.86130], [-0.11025, -0.68565, -1.30879], [-1.36587, 1.50353, 0.13113], [-1.84874, 0.19235, -0.00650], [0.08523, 0.79919, 1.87310], [2.17197, 0.60066, 0.27183], [1.62740, 2.23838, 0.62002], [1.31356, 1.66899, -0.89931], [-1.58327, -2.31541, 0.64340], [-0.22028, -1.89194, 1.52393], [0.76009, -1.10557, -1.28316], [-0.03464, 0.29830, -1.61572], [-0.71373, -1.27429, -1.87713]], "forces_ev_per_a": [[-3.23, 1.53, -1.35], [-1.32, 0.86, 0.66], [1.44, -0.82, -0.07], [-0.44, -1.23, -0.72], [-1.72, 1.64, 0.45], [3.94, 0.10, 1.40], [-0.92, -1.29, -0.67], [-0.19, -0.18, -0.67], [-0.63, 0.70, -0.13], [0.06, 0.40, 0.82], [-0.58, -0.59, -0.16], [0.33, 0.82, -0.10], [1.31, -0.58, 1.34], [2.53, -1.00, -0.01], [-0.16, -0.65, -0.70], [-0.43, 0.30, -0.10]], "lowdin_charge": [-0.02, -0.54, -0.05, 0.18, 0.30, -0.02, -0.05, 0.17, 0.13, 0.09, 0.10, 0.15, 0.09, 0.13, 0.16, 0.18], "orbital_gap_ev": 10.269, "de_lowest_ev": 6.1189, "e_lumo_ev": -3.6, "homo_energy_ev": -13.915, "charge": 1, "spin_multiplicity": 1}